The following is a DFT calculation (the ωB97M-V functional and the def2-TZVPD basis) of a molecular structure, C17H30BN2O15Sr in a non-equilibrium geometry.

Last column: Löwdin charge in e.
Element x y z (Å)
Sr  0.1513  0.6374  0.2611  1.563
C  0.9458  3.3829  1.1127  -1.074
O  1.4394  4.5172  1.3581  -0.117
O  -0.1728  3.1370  0.5892  -0.231
O  1.6818  2.3748  1.3510  -0.241
O  7.3633  -4.6153  -1.1028  0.133
C  6.9154  -3.5890  -0.6586  -0.390
O  5.9643  -2.9075  -1.2994  0.203
B  5.7403  -1.6114  -0.5811  -0.779
O  6.8371  -1.5853  0.4275  0.226
C  7.4592  -2.7513  0.4927  -0.384
O  8.4665  -2.9402  1.1371  0.139
O  5.8233  -0.5811  -1.6315  0.248
C  4.7070  0.0960  -1.6564  -0.362
O  4.4603  1.0875  -2.3158  0.136
C  3.6568  -0.5688  -0.7036  -0.327
O  4.3010  -1.5483  -0.1284  0.227
O  2.4764  -0.2920  -0.5746  0.038
C  1.3664  1.5344  -2.9525  -0.072
O  0.2369  1.1398  -2.1954  -0.309
C  -0.8842  1.9425  -2.5080  -0.216
C  -2.2401  1.4327  -1.9780  -0.187
N  -2.2921  0.8706  -0.6400  -0.119
C  -3.4073  -0.0605  -0.6235  -0.185
C  -4.8285  0.6128  -0.4610  -0.168
O  -4.6167  1.9260  0.1047  -0.233
C  -5.8197  2.5982  0.4687  -0.082
H  1.9591  0.6267  -3.0936  0.079
H  2.0553  2.0230  -2.2581  0.102
H  1.1814  2.0685  -3.8807  0.098
H  -0.9547  2.0724  -3.5906  0.120
H  -0.8035  2.9501  -2.0863  0.128
H  -2.5344  0.7419  -2.7746  0.118
H  -3.0139  2.2051  -2.0088  0.130
H  -2.6231  1.6555  -0.0868  0.077
H  -3.3230  -0.5217  0.3680  0.102
H  -3.4145  -0.9050  -1.3092  0.115
H  -5.3698  -0.0266  0.2369  0.113
H  -5.3471  0.6641  -1.4200  0.115
H  -6.5079  1.8762  0.9117  0.084
H  -6.2507  3.1273  -0.3825  0.088
H  -5.5748  3.3396  1.2288  0.091
C  -0.4272  -2.1247  -1.7922  -0.052
O  0.0348  -1.6951  -0.5051  -0.341
C  0.2934  -2.7477  0.3956  -0.210
C  1.1568  -2.1926  1.5185  -0.194
N  0.5999  -1.1144  2.3431  -0.068
C  -0.7822  -1.4184  2.8866  -0.177
C  -1.4820  -0.1637  3.3738  -0.211
O  -1.5928  0.7198  2.2730  -0.280
C  -2.5153  1.7395  2.5318  -0.103
H  0.3532  -1.7830  -2.4781  0.098
H  -1.3098  -1.5278  -2.0169  0.072
H  -0.5070  -3.1881  -2.0147  0.098
H  0.8920  -3.4974  -0.1341  0.131
H  -0.5995  -3.3317  0.6400  0.124
H  2.0275  -1.6826  1.1080  0.095
H  1.5888  -2.9939  2.1251  0.130
H  1.0986  -1.1919  3.2220  0.122
H  -0.8023  -2.1506  3.6974  0.123
H  -1.4659  -1.7318  2.0941  0.107
H  -0.9365  0.2180  4.2408  0.137
H  -2.5342  -0.3825  3.5796  0.125
H  -3.5595  1.4113  2.5903  0.088
H  -2.4599  2.4456  1.7052  0.080
H  -2.2805  2.2477  3.4696  0.108

Results
2S+1: 1
Kohn-Sham gap: 4.2544 eV
Charge: -1
Energy: -1959.73216 hartree

---

The following is a DFT calculation (the ωB97M-V functional and the def2-TZVPD basis) of 3 unconnected molecules or ions with the total composition C17H30F6N2O6S2 in a non-equilibrium geometry.

Last column: Löwdin charge in e.
Element x y z (Å)
O  -1.5087  -0.5168  1.9124  -0.193
S  -0.5145  -0.5199  0.9256  0.590
O  -0.6331  0.7021  0.2269  -0.229
O  0.9340  -0.8086  1.5081  -0.140
C  1.7530  -1.4745  0.4631  -0.296
C  2.9976  -1.9686  1.1686  -0.064
C  3.8643  -2.9150  0.3746  -0.181
F  4.9617  -3.1965  1.1734  -0.030
C  2.0481  -0.2152  -0.4514  -0.104
C  3.4384  -0.0656  -1.0433  -0.259
C  3.5519  1.3272  -1.7374  -0.516
S  4.9651  2.2810  -1.0678  0.702
C  0.7498  -2.5217  -0.0314  -0.235
C  0.8350  -3.1203  -1.4666  -0.036
C  1.7761  -2.5012  -2.4809  -0.178
F  1.7118  -3.3083  -3.6056  -0.031
C  0.4295  -3.7696  0.8587  -0.414
F  -0.6068  -4.3821  0.2693  0.146
F  1.4223  -4.6665  0.8648  0.138
C  -0.0301  -3.6342  2.3224  -0.331
F  -1.2699  -3.1953  2.4205  0.129
F  0.8158  -2.9745  3.1143  0.118
O  -0.5222  -1.8157  -0.0342  -0.125
H  3.5727  -1.1018  1.4633  0.139
H  2.7556  -2.4713  2.0988  0.127
H  4.2655  -2.5033  -0.5453  0.105
H  3.4002  -3.8711  0.1501  0.119
H  1.8321  0.6839  0.1014  0.126
H  1.3002  -0.2405  -1.2375  0.111
H  4.2517  -0.1136  -0.3332  0.076
H  3.6641  -0.7850  -1.8196  0.085
H  2.7020  1.9403  -1.4751  0.063
H  3.6654  1.2339  -2.8069  0.064
H  5.9720  1.3890  -1.0329  -0.149
H  -0.1634  -3.0595  -1.8769  0.138
H  1.0708  -4.1752  -1.4714  0.131
H  1.5191  -1.5054  -2.8145  0.126
H  2.7942  -2.5850  -2.1243  0.098
H  -0.0668  -4.6573  2.6995  0.175
C  -2.8142  5.0621  2.6046  -0.062
N  -1.5912  4.3607  2.2736  -0.196
C  -1.5786  3.4480  1.1399  -0.034
C  -0.4586  4.5228  2.9808  -0.362
O  0.5943  3.9604  2.7479  0.011
H  -3.6031  4.3412  2.8305  0.088
H  -3.1261  5.6793  1.7591  0.088
H  -2.6615  5.7018  3.4714  0.080
H  -1.3103  2.4526  1.4778  0.063
H  -0.8348  3.7786  0.4141  0.099
H  -2.5595  3.4219  0.6702  0.087
H  -0.5707  5.2338  3.8188  0.131
C  -4.5139  0.1223  -0.7435  -0.048
N  -4.2959  1.0885  -1.8028  -0.197
C  -5.3660  2.0026  -2.1619  -0.043
C  -3.1272  1.1677  -2.4680  -0.358
O  -2.8886  1.9561  -3.3620  0.012
H  -5.3489  -0.5305  -1.0074  0.089
H  -4.7447  0.6481  0.1851  0.092
H  -3.6221  -0.4828  -0.5956  0.075
H  -5.6311  1.8666  -3.2109  0.092
H  -5.0335  3.0323  -2.0239  0.091
H  -6.2371  1.8147  -1.5390  0.084
H  -2.3815  0.4327  -2.1182  0.124

Results
2S+1: 1
SMILES: O=S1(=O)O[C@](CCF)(CCCS)[C@@](CCF)(C(F)(F)C(F)F)O1.CN(C)C=O.CN(C)C=O
Kohn-Sham gap: 9.5186 eV
Charge: 0
Energy: -2622.21423 hartree

---

The following is a DFT calculation (the ωB97M-V functional and the def2-TZVPD basis) of a molecular structure, C17H30GeMgN5O9.

Last column: Löwdin charge in e.
Element x y z (Å)
Mg  -0.9959  0.3315  0.7431  0.591
O  2.7755  0.2116  -0.1770  0.019
C  1.6951  0.7763  -0.3868  -0.616
O  0.5844  0.1836  -0.5961  -0.091
C  1.6024  2.2799  -0.3631  -0.047
C  2.4129  3.0759  -1.1258  0.069
C  2.2413  4.4615  -1.0908  -0.149
C  1.2757  5.0421  -0.2984  0.071
C  0.4621  4.2293  0.4681  -0.054
C  0.6048  2.8206  0.5076  -0.271
O  -0.0406  2.0531  1.3135  -0.116
N  -0.5623  4.8984  1.2714  -0.350
O  -0.2969  6.0118  1.7024  0.050
O  -1.5710  4.2844  1.5383  0.104
N  3.0974  5.3128  -1.9020  -0.366
O  2.9360  6.5198  -1.8410  0.053
O  3.9515  4.7753  -2.5867  0.054
H  3.1804  2.6432  -1.7517  0.133
H  1.1517  6.1134  -0.2707  0.129
C  -2.1232  -1.5080  -2.5724  -0.237
Ge  -3.1183  0.0804  -1.9409  0.685
C  -4.9459  -0.1167  -2.6667  -0.246
C  -2.3138  1.6390  -2.8290  -0.224
C  -2.9691  0.2451  -0.0431  -0.369
H  -2.2027  -1.6241  -3.6548  0.010
H  -2.5128  -2.4187  -2.1085  0.008
H  -1.0650  -1.4047  -2.3210  -0.003
H  -4.9420  -0.1882  -3.7562  0.002
H  -5.5554  0.7413  -2.3792  0.005
H  -5.4172  -1.0145  -2.2630  0.003
H  -2.4567  1.6167  -3.9106  0.007
H  -1.2430  1.6685  -2.6192  0.005
H  -2.7578  2.5568  -2.4394  0.013
H  -3.4585  -0.6088  0.4432  -0.033
H  -3.5161  1.1392  0.2786  -0.032
N  1.6092  0.0007  2.5159  0.166
C  1.0402  -0.3277  3.8500  -0.056
C  -0.4945  -0.5480  3.7715  -0.661
O  -0.9846  -1.0878  4.7547  0.020
O  -1.0654  -0.1753  2.7082  -0.076
H  2.5938  0.2568  2.5028  0.158
H  1.0758  0.8191  2.1314  0.111
H  1.4764  -0.8007  1.8605  0.106
H  1.2514  0.5034  4.5212  0.129
H  1.5032  -1.2316  4.2362  0.120
C  2.7588  -3.6412  0.6202  -0.044
C  1.2457  -3.6366  0.4228  -0.625
C  0.9107  -4.0065  -1.0246  -0.039
C  0.5818  -4.6064  1.3932  -0.047
N  0.8205  -2.2583  0.7382  -0.073
N  -0.5721  -1.9829  0.6389  0.022
H  3.1745  -4.6207  0.3799  0.082
H  3.0057  -3.4035  1.6564  0.080
H  3.2325  -2.8960  -0.0217  0.084
H  1.2869  -5.0033  -1.2626  0.083
H  1.3649  -3.2938  -1.7155  0.091
H  -0.1663  -4.0138  -1.2021  0.069
H  1.0322  -5.5958  1.3012  0.082
H  -0.4859  -4.7087  1.1937  0.076
H  0.7089  -4.2633  2.4215  0.085
H  1.2413  -1.6201  0.0583  0.077
H  -1.0716  -2.3930  1.4177  0.102
H  -0.9808  -2.2927  -0.2398  0.066

Results
2S+1: 1
Kohn-Sham gap: 7.2738 eV
Charge: -1
Energy: -3893.79866 hartree

---

The following is a DFT calculation (the ωB97M-V functional and the def2-TZVPD basis) of 2 unconnected molecules or ions with the total composition C17H30N3O3S2.

Last column: Löwdin charge in e.
Element x y z (Å)
C  5.5258  0.0364  0.6770  -0.118
C  4.3737  0.4997  1.5859  -0.256
C  4.5918  1.8721  2.2568  -0.222
C  3.4525  2.8928  2.0560  -0.220
C  2.8239  2.9045  0.6613  -0.237
C  2.1724  4.2494  0.2832  -0.232
C  0.6720  4.0863  0.0296  -0.427
N  0.0244  3.7299  1.2458  -0.144
C  -1.3283  3.3601  1.0415  -0.419
C  -1.7546  2.2433  2.0061  -0.291
C  -3.1680  1.7328  1.6918  -0.506
S  -3.2741  0.0949  0.9493  0.941
C  -2.5692  -0.9369  2.1434  -1.065
S  -2.3850  -0.5824  3.7188  0.717
N  -2.2123  -2.1959  1.6134  -0.142
C  -1.8761  -3.3127  2.3509  -0.102
C  -1.6396  -4.2844  1.4577  -0.144
N  -1.8111  -3.8260  0.1665  0.069
C  -2.1441  -2.5838  0.2927  -0.183
H  6.0973  -0.7783  1.1277  0.057
H  6.2319  0.8447  0.4764  0.057
H  5.1747  -0.3297  -0.2896  0.061
H  4.2812  -0.2409  2.3846  0.093
H  3.4307  0.4826  1.0455  0.089
H  5.5366  2.3173  1.9326  0.092
H  4.6989  1.7093  3.3340  0.093
H  3.8750  3.8866  2.2431  0.096
H  2.6783  2.7534  2.8119  0.106
H  2.0003  2.1840  0.6655  0.090
H  3.5578  2.5848  -0.0867  0.103
H  2.6564  4.6854  -0.5969  0.088
H  2.2497  4.9345  1.1318  0.088
H  0.5287  3.3237  -0.7786  0.089
H  0.2928  5.0452  -0.4112  0.083
H  -1.5102  2.9773  0.0103  0.093
H  -2.0460  4.2042  1.2176  0.091
H  -1.0035  1.4551  1.9383  0.080
H  -1.7317  2.6080  3.0341  0.098
H  -3.6146  2.3838  0.9354  0.066
H  -3.8288  1.7342  2.5595  0.055
H  -1.8312  -3.3295  3.4240  0.089
H  -1.3575  -5.3002  1.6826  0.095
H  -2.3541  -1.8962  -0.5089  0.102
C  -3.2121  -3.0723  -6.7016  -0.049
O  -3.2813  -4.2266  -5.8634  -0.006
C  -2.7966  -4.0294  -4.6297  -0.630
O  -2.3367  -2.9940  -4.2267  0.125
O  -2.9147  -5.1599  -3.9481  0.001
C  -2.4217  -5.0866  -2.5945  -0.044
H  -3.6336  -3.3745  -7.6562  0.089
H  -3.7930  -2.2543  -6.2797  0.096
H  -2.1800  -2.7532  -6.8338  0.096
H  -2.9640  -4.3424  -2.0252  0.068
H  -1.3606  -4.8559  -2.5838  0.092
H  -2.5924  -6.0706  -2.1683  0.091

Results
2S+1: 1
Kohn-Sham gap: 3.7372 eV
Charge: -1
Energy: -1852.08468 hartree

---

What is the 2S+1 in the fourth record? 1

---

Look up the 2S+1 of the fourth one. 1

---

Look up the charge of the third one. -1